{
  "formula": "C43H75BN2O25",
  "method": "ωB97M-V with the def2-TZVPD basis set",
  "smiles": "CCCCCCC[C@H](CNB(O)N(C)C)OCCCCCCCCCOC(C)=O.O=C1OCCO1.O=C1OCCO1.O=C1OCCO1.O=C1OCCO1.O=C1OCCO1.O=C1OCCO1.O=C1OCCO1",
  "lumo_energy_ha": 0.0087,
  "orbital_gap_ev": 8.461,
  "energy_ev": -100641.0517,
  "species": ["C", "C", "C", "C", "C", "C", "C", "C", "C", "N", "B", "O", "N", "C", "C", "O", "C", "C", "C", "C", "C", "C", "C", "C", "C", "O", "C", "C", "O", "H", "H", "H", "H", "H", "H", "H", "H", "H", "H", "H", "H", "H", "H", "H", "H", "H", "H", "H", "H", "H", "H", "H", "H", "H", "H", "H", "H", "H", "H", "H", "H", "H", "H", "H", "H", "H", "H", "H", "H", "H", "H", "H", "H", "H", "H", "H", "O", "C", "O", "C", "C", "O", "H", "H", "H", "H", "O", "C", "O", "C", "C", "O", "H", "H", "H", "H", "O", "C", "O", "C", "C", "O", "H", "H", "H", "H", "O", "C", "O", "C", "C", "O", "H", "H", "H", "H", "O", "C", "O", "C", "C", "O", "H", "H", "H", "H", "O", "C", "O", "C", "C", "O", "H", "H", "H", "H", "O", "C", "O", "C", "C", "O", "H", "H", "H", "H"],
  "coordinates": [[-0.88574, 2.12929, 5.18102], [-2.24188, 1.21573, 5.06170], [-2.57660, 0.77429, 3.49119], [-3.59690, 1.91049, 2.89740], [-3.17287, 2.54294, 1.44634], [-1.57952, 2.88529, 1.27145], [-0.82220, 1.68053, 0.41292], [-0.04975, 2.32317, -0.89962], [-1.25338, 2.59668, -2.02760], [-0.65408, 2.92851, -3.38118], [-1.46737, 4.02530, -4.04540], [-0.99007, 5.43252, -3.82696], [-2.71565, 3.83505, -4.88842], [-3.47369, 5.14194, -5.08974], [-2.41057, 3.31775, -6.27859], [0.91577, 1.30792, -1.39217], [2.19715, 1.38553, -0.67335], [2.61243, -0.02716, 0.10495], [4.18798, -0.45079, -0.22906], [4.33216, -2.09615, -0.47279], [4.40772, -2.95156, 0.93515], [3.56225, -4.37208, 0.89073], [4.50886, -5.71461, 1.05431], [4.46566, -6.36927, 2.57968], [3.36071, -7.58026, 2.59806], [3.52803, -8.56342, 3.67954], [2.64763, -8.29315, 4.82647], [1.01923, -8.10585, 4.79131], [3.24633, -8.23982, 6.04748], [-0.10601, 1.80721, 4.35156], [-0.37621, 1.96645, 6.24577], [-1.06704, 3.29125, 5.07411], [-2.12360, 0.25716, 5.74596], [-3.13293, 1.83902, 5.53572], [-3.12144, -0.28634, 3.54758], [-1.60287, 0.59844, 2.86723], [-3.83553, 2.79637, 3.64330], [-4.64277, 1.36125, 2.72643], [-3.61214, 1.88397, 0.55914], [-3.74668, 3.58626, 1.35970], [-1.01326, 3.04117, 2.29732], [-1.46567, 3.86978, 0.63073], [-1.68987, 0.99435, -0.01497], [-0.11163, 1.04609, 1.11524], [0.44615, 3.33495, -0.58117], [-1.92507, 1.62110, -2.16240], [-1.88694, 3.52292, -1.63511], [0.35241, 3.18308, -3.27442], [-1.51144, 5.79962, -3.05278], [-3.71636, 5.70250, -4.08924], [-2.79056, 5.86990, -5.74040], [-4.45320, 4.96986, -5.72972], [-1.26470, 3.48415, -6.47993], [-2.74134, 2.18822, -6.39118], [-2.98853, 4.01670, -7.03676], [3.03935, 1.69005, -1.45697], [2.17210, 2.20891, 0.15956], [1.86112, -0.91703, -0.15602], [2.59459, 0.19212, 1.27333], [4.93379, -0.08428, 0.61932], [4.58785, 0.04080, -1.23038], [5.38977, -2.23832, -0.99759], [3.46992, -2.42707, -1.19522], [4.01928, -2.27093, 1.82825], [5.52560, -3.21626, 1.19791], [3.10632, -4.43626, -0.20988], [2.64043, -4.34056, 1.61760], [4.06201, -6.51303, 0.28747], [5.61037, -5.50576, 0.67242], [5.53583, -6.86470, 2.73818], [4.30911, -5.54458, 3.40309], [3.50558, -8.18265, 1.57760], [2.30053, -7.08977, 2.52973], [0.77589, -7.18078, 4.08524], [0.66166, -7.75812, 5.87574], [0.42162, -9.07242, 4.46302], [-2.60060, 1.91857, -9.76555], [-1.39830, 2.11384, -9.70189], [-0.76288, 2.67364, -8.63122], [0.62665, 2.51888, -8.85080], [0.72663, 2.38241, -10.33551], [-0.51309, 1.80164, -10.69314], [1.17746, 3.38516, -8.47422], [0.96999, 1.62223, -8.32429], [0.82215, 3.35030, -10.83886], [1.55789, 1.74025, -10.63932], [4.53512, 2.30048, 2.04670], [5.73741, 2.49575, 2.11035], [6.37284, 3.05555, 3.18102], [7.76236, 2.90080, 2.96144], [7.86235, 2.76432, 1.47673], [6.62262, 2.18355, 1.11910], [8.31317, 3.76707, 3.33802], [8.10570, 2.00414, 3.48795], [7.95786, 3.73221, 0.97338], [8.69360, 2.12216, 1.17293], [-1.86132, -2.46130, 4.47147], [-2.39262, -2.78891, 5.51936], [-3.19700, -3.88173, 5.66828], [-3.42282, -4.03990, 7.05642], [-3.19574, -2.66660, 7.59999], [-2.26073, -2.10928, 6.69596], [-4.43782, -4.40002, 7.24549], [-2.70713, -4.76920, 7.45012], [-4.10532, -2.05682, 7.58883], [-2.79112, -2.68275, 8.61571], [-8.83941, 2.41758, -11.53959], [-7.71115, 2.22593, -11.11771], [-6.72884, 3.17320, -11.08289], [-5.66194, 2.63152, -10.32707], [-5.86652, 1.15658, -10.45228], [-7.26629, 1.03524, -10.61970], [-4.69817, 2.95399, -10.73055], [-5.74927, 2.97957, -9.29251], [-5.36739, 0.73849, -11.33283], [-5.53357, 0.61337, -9.56361], [-0.76328, 7.06704, 0.06090], [0.36498, 6.87539, 0.48278], [1.34729, 7.82266, 0.51760], [2.41419, 7.28098, 1.27341], [2.20961, 5.80603, 1.14820], [0.80984, 5.68470, 0.98079], [3.37796, 7.60345, 0.86993], [2.32686, 7.62902, 2.30798], [2.70874, 5.38795, 0.26765], [2.54257, 5.26283, 2.03687], [-3.71139, 0.87085, -1.44169], [-4.23749, 0.27591, -2.36741], [-4.53185, 0.83596, -3.57703], [-4.91551, -0.22067, -4.43684], [-5.37589, -1.28262, -3.49169], [-4.60949, -1.03699, -2.32789], [-5.70742, 0.10214, -5.11825], [-4.04538, -0.53209, -5.02420], [-6.43804, -1.18843, -3.24218], [-5.18858, -2.28975, -3.87414], [0.56702, -5.51458, 10.78835], [1.17587, -6.44616, 10.28921], [1.30083, -7.68035, 10.85898], [1.87201, -8.52882, 9.88081], [2.58219, -7.57743, 8.97335], [1.82203, -6.38951, 9.08799], [2.55194, -9.25001, 10.34255], [1.06900, -9.07199, 9.37166], [3.60745, -7.37424, 9.30024], [2.60209, -7.92681, 7.93740]],
  "forces_ev_per_angstrom": [[0.51, -0.09, 0.31], [0.36, -0.14, 0.29], [-0.85, -0.03, 1.49], [-0.87, -0.49, -1.05], [-0.73, 1.10, 0.11], [0.25, -0.52, -0.70], [-0.74, 0.51, -0.08], [-1.77, -0.90, 0.78], [0.57, -0.75, 0.44], [-0.51, 1.33, -0.35], [0.39, 0.87, 0.35], [-1.82, -1.73, 1.04], [0.83, 1.68, -0.05], [0.23, 1.04, -0.67], [0.33, -0.05, -0.23], [0.38, 1.87, 1.26], [0.74, -0.09, 0.49], [0.75, 0.36, 0.25], [0.09, -0.70, -0.46], [1.20, 0.90, 0.41], [-0.33, -0.01, 0.57], [0.13, 0.24, -1.39], [-1.02, -0.19, -0.24], [1.23, -0.65, -0.65], [0.14, 0.85, -2.31], [-3.12, 2.17, 2.11], [3.40, -0.13, 5.67], [0.15, 1.03, -0.12], [-3.60, -0.57, -8.01], [-1.56, 0.63, 1.74], [-1.08, 0.35, -2.31], [0.18, -2.40, 0.08], [-0.07, 1.96, -1.55], [1.69, -1.38, -1.18], [1.15, 2.41, -0.26], [-1.82, 0.62, 1.23], [0.88, -1.92, -1.33], [2.14, 1.29, 0.39], [1.35, 1.37, 1.98], [1.11, -2.20, 0.20], [-1.37, -0.22, -2.00], [-0.27, -1.85, 1.45], [2.08, 1.17, 0.98], [-1.28, 1.33, -1.65], [-0.61, -1.82, -0.83], [1.61, 2.52, 0.66], [1.06, -2.12, -0.45], [-1.31, -0.09, 0.02], [1.07, -0.40, -1.30], [0.35, -1.30, -1.90], [-1.48, -1.24, 1.38], [1.87, 0.16, 1.59], [-2.29, -0.73, 0.09], [0.87, 2.34, 0.02], [1.20, -1.77, 1.34], [-1.71, -0.76, 1.61], [-0.05, -1.39, -1.65], [1.66, 2.09, 0.46], [-0.28, -0.58, -2.51], [-1.71, -0.86, -1.71], [-1.08, -0.81, 2.00], [-2.37, 0.12, 0.81], [1.68, 0.46, 1.50], [0.71, -1.43, -1.92], [-2.15, 0.64, -0.63], [0.86, 0.15, 2.39], [1.94, -0.25, -1.23], [1.03, 1.54, 1.74], [-2.30, -0.29, 1.05], [-2.35, 1.00, -0.05], [0.15, -1.71, -1.64], [-0.27, 1.21, 2.37], [1.82, -1.15, 0.43], [0.38, -2.21, 1.31], [1.13, -1.01, -2.42], [1.54, 2.06, 0.51], [2.44, 0.39, 0.13], [-2.04, -0.31, -0.07], [-0.73, -0.43, -1.06], [0.91, 0.13, 0.75], [0.97, 0.17, -0.64], [-0.93, 0.04, 0.65], [-0.26, -0.11, 0.04], [-0.05, 0.08, -0.04], [-0.03, -0.08, 0.05], [-0.27, 0.03, -0.06], [2.65, 0.49, 0.12], [-2.47, -0.41, -0.12], [-0.66, -0.27, -0.72], [0.86, 0.14, 0.76], [0.94, 0.13, -0.65], [-0.78, 0.05, 0.62], [-0.25, -0.11, 0.04], [-0.04, 0.07, -0.06], [-0.02, -0.07, 0.05], [-0.27, 0.03, -0.06], [-1.19, -0.80, 2.39], [1.17, 0.76, -2.22], [0.48, 0.73, -0.34], [-0.44, -0.90, 0.54], [-0.33, 0.43, 1.05], [0.10, -0.45, -0.90], [0.17, 0.02, -0.21], [-0.04, 0.08, -0.01], [0.07, -0.05, -0.03], [0.06, 0.12, -0.24], [2.50, -0.44, 0.94], [-2.32, 0.47, -0.89], [-0.94, -0.61, -0.23], [1.07, 0.58, 0.38], [0.86, -0.80, 0.22], [-0.61, 0.77, -0.29], [-0.30, 0.01, 0.05], [0.01, -0.05, -0.07], [-0.02, 0.06, 0.09], [-0.19, 0.03, -0.19], [2.52, -0.45, 0.91], [-2.37, 0.33, -0.90], [-0.77, -0.52, -0.19], [0.86, 0.54, 0.41], [0.78, -0.87, 0.24], [-0.54, 0.82, -0.31], [-0.26, 0.08, -0.02], [-0.01, -0.04, -0.08], [-0.04, 0.03, 0.06], [-0.21, -0.03, -0.17], [-1.47, -1.52, -2.02], [0.87, 1.13, 1.64], [0.23, -0.23, 1.08], [-0.10, 0.07, -1.11], [-0.65, -0.90, -0.23], [0.45, 0.89, 0.16], [0.18, 0.13, 0.16], [-0.05, 0.02, 0.06], [0.09, 0.01, -0.02], [0.04, 0.13, 0.24], [1.25, -2.02, -1.07], [-1.09, 1.88, 0.88], [-0.21, 0.99, -0.09], [0.17, -1.02, -0.01], [0.87, -0.49, -0.86], [-0.80, 0.23, 0.95], [-0.21, 0.16, 0.07], [0.04, 0.04, 0.03], [-0.09, -0.01, 0.02], [0.00, 0.29, 0.27]],
  "lowdin_charge": [-0.158, -0.250, -0.191, -0.215, -0.207, -0.179, -0.129, -0.263, -0.124, 0.042, -0.524, 0.002, -0.131, -0.136, -0.104, -0.185, -0.194, -0.153, -0.213, -0.218, -0.212, -0.212, -0.211, -0.167, -0.203, -0.088, -0.252, -0.019, -0.055, 0.072, 0.076, 0.073, 0.088, 0.104, 0.104, 0.097, 0.107, 0.111, 0.095, 0.112, 0.106, 0.095, 0.109, 0.113, 0.140, 0.120, 0.140, 0.103, 0.101, 0.100, 0.107, 0.100, 0.093, 0.106, 0.098, 0.128, 0.115, 0.128, 0.109, 0.101, 0.105, 0.108, 0.106, 0.114, 0.104, 0.105, 0.113, 0.106, 0.116, 0.124, 0.126, 0.141, 0.123, 0.091, 0.105, 0.108, 0.126, -0.496, 0.027, -0.133, -0.138, 0.070, 0.141, 0.141, 0.138, 0.139, 0.125, -0.512, 0.065, -0.140, -0.140, 0.054, 0.138, 0.138, 0.136, 0.139, 0.127, -0.515, 0.061, -0.142, -0.137, 0.047, 0.137, 0.135, 0.138, 0.140, 0.128, -0.518, 0.062, -0.151, -0.146, 0.058, 0.121, 0.137, 0.138, 0.135, 0.130, -0.512, 0.064, -0.142, -0.143, 0.043, 0.136, 0.136, 0.136, 0.140, 0.095, -0.488, 0.067, -0.142, -0.141, 0.071, 0.138, 0.136, 0.137, 0.137, 0.123, -0.520, 0.059, -0.139, -0.145, 0.061, 0.137, 0.134, 0.141, 0.090]
}